[1]
53
Properties=species:S:1:pos:R:3:forces:R:3:mulliken_spin:R:1 method="wB97M-V/def2-TZVPD" homo_lumo_gap_ha="0.2037 / 0.1848" fmax_ev_per_a=0.90 s_squared=3.771 total_energy_ev=-57757.1964 homo_energy_ev="-15.682 / -15.697" e_above_lowest_kj_mol=17.22 e_lumo_ev="-10.140 / -10.667" charge=+3 multiplicity=4
Mo 1.58000 1.31838 -1.03881 0.4 0.1 -0.4 2.994
S -3.43823 4.16652 -1.69699 0.0 0.1 -0.3 0.001
C -5.03745 4.73486 -1.57765 0.0 0.1 0.0 -0.005
C -5.73343 4.09935 -0.59517 0.0 -0.2 0.1 0.001
C -4.95528 3.11674 0.06271 -0.3 0.0 0.1 -0.003
C -3.68053 3.02615 -0.43437 0.2 -0.2 0.2 0.000
C -2.61472 2.13386 -0.00255 0.0 0.2 -0.1 0.026
C -1.34469 2.21153 -0.59913 0.1 -0.1 0.0 -0.049
N -0.32782 1.42427 -0.23860 0.0 0.0 -0.1 -0.029
C -0.49410 0.50021 0.74737 0.2 -0.1 0.0 -0.031
C -1.71937 0.33594 1.38347 -0.2 0.0 0.2 0.008
C -1.82264 -0.68625 2.40250 -0.1 0.1 -0.1 -0.004
C -0.76945 -1.46479 2.72224 0.2 0.0 0.0 -0.005
C 0.50983 -1.30244 2.06412 -0.1 -0.1 0.3 0.013
C 1.64489 -2.06900 2.34915 -0.1 -0.1 0.1 0.038
C 2.85498 -1.86671 1.68528 0.1 0.0 -0.1 0.019
C 2.86803 -0.84860 0.71230 -0.1 0.1 0.0 -0.031
N 1.79590 -0.10122 0.43625 0.1 -0.2 0.1 0.028
C 0.62369 -0.31071 1.09741 -0.1 0.1 -0.1 -0.059
C 4.05820 -2.63437 1.94524 -0.1 0.2 -0.1 -0.001
C 5.28344 -2.50943 1.32710 0.2 0.0 -0.1 -0.005
C 6.24401 -3.41625 1.81746 -0.1 0.1 -0.1 0.002
C 5.73170 -4.21263 2.80008 0.0 -0.1 0.1 -0.006
S 4.10504 -3.86171 3.13809 0.0 -0.3 0.2 0.001
C -2.77191 1.17343 0.99513 -0.1 -0.1 0.1 0.044
H -5.37956 5.52060 -2.23368 0.0 0.0 0.0 0.000
H -6.76110 4.32551 -0.35356 0.0 0.0 0.0 0.000
H -5.34148 2.51175 0.87265 0.0 0.0 0.0 0.000
H -1.14971 2.93376 -1.38384 0.0 0.0 0.0 -0.002
H -2.77030 -0.81310 2.91056 0.0 0.0 0.0 0.000
H -0.86367 -2.22413 3.48849 0.0 0.0 0.0 0.000
H 1.57351 -2.84068 3.10883 0.0 0.0 0.0 0.000
H 3.77051 -0.63914 0.15254 0.0 0.0 0.0 0.000
H 5.50666 -1.79981 0.54094 0.0 0.0 0.0 0.000
H 7.26181 -3.48225 1.46440 0.0 0.0 0.0 0.000
H 6.23913 -4.99094 3.34976 0.0 0.0 0.0 0.000
H -3.73188 1.06486 1.48656 0.0 0.0 0.0 0.000
O 1.34379 0.18563 -2.67902 -0.8 0.0 0.5 0.042
N 0.19099 -0.54862 -2.88079 0.4 0.2 -0.1 0.002
C -0.75293 -0.02785 -3.68257 0.1 -0.1 0.0 0.000
C -1.90733 -0.74190 -3.91326 0.0 0.0 0.0 0.001
C -2.06138 -1.99258 -3.32966 -0.1 0.0 0.0 -0.001
C -1.04590 -2.50848 -2.53356 0.0 -0.1 0.0 0.002
C 0.09245 -1.76539 -2.32143 0.1 0.0 -0.1 0.003
H -0.51508 0.92213 -4.13750 0.0 0.1 0.0 0.000
H -2.65841 -0.32311 -4.56860 0.0 0.0 0.0 0.000
H -2.95708 -2.57231 -3.51345 0.0 0.0 0.0 0.000
H -1.11396 -3.49620 -2.09906 0.0 0.0 0.0 0.000
H 0.95661 -2.10239 -1.76818 0.0 0.0 0.1 0.001
N 2.27476 2.90091 0.42893 0.1 0.0 -0.1 -0.019
H 3.07463 2.60012 0.98687 0.0 0.0 0.0 0.009
H 1.56291 3.16895 1.10809 -0.1 0.0 0.0 0.016
H 2.57194 3.77751 -0.00309 0.0 0.0 0.0 -0.003

---

[2]
54
Properties=species:S:1:pos:R:3:forces:R:3:nbo_charge:R:1 method="wB97M-V/def2-TZVPD" homo_lumo_gap_ha=0.2418 fmax_ev_per_a=0.73 total_energy_ev=-113091.4580 homo_energy_ev=-7.978 e_above_lowest_kj_mol=38.39 e_lumo_ev=-1.398 charge=0
Rh -1.12098 0.67888 1.68108 -0.1 -0.5 0.0 1.253
O -3.03570 0.48298 1.07797 0.2 0.1 -0.1 -0.446
N -3.41681 -0.74118 1.04579 0.1 -0.1 0.0 0.197
N -2.61448 -1.57225 1.53898 0.0 0.0 0.0 0.149
O -1.44274 -1.23822 2.09834 -0.1 0.5 -0.1 -0.506
C -2.95647 -2.96991 1.56377 0.0 0.0 0.0 0.168
C -2.17566 -3.81716 2.33077 0.0 0.0 0.0 -0.231
C -2.50070 -5.16546 2.36698 0.0 0.0 0.0 -0.196
C -3.58278 -5.64683 1.64780 0.0 0.0 0.0 -0.199
C -4.34699 -4.77859 0.87894 0.0 0.0 0.0 -0.197
C -4.03850 -3.43038 0.82723 0.0 0.0 0.0 -0.231
H -1.33435 -3.42583 2.88158 0.0 0.0 0.0 0.252
H -1.89924 -5.83938 2.96186 0.0 0.0 0.0 0.222
H -3.82955 -6.69957 1.68071 0.0 0.0 0.0 0.220
H -5.18602 -5.15271 0.30819 0.0 0.0 0.0 0.222
H -4.61699 -2.74600 0.22546 0.0 0.0 0.0 0.243
O -0.85880 0.18283 -0.20703 -0.1 0.0 0.5 -1.019
Si 0.47319 0.91345 -0.82113 0.3 -0.1 0.0 1.888
C 0.53562 2.46309 0.25336 0.2 0.0 -0.2 -0.343
C -0.66140 2.86996 0.85887 -0.7 0.0 0.0 -0.408
C -0.69515 3.90145 1.80463 0.1 0.0 0.1 -0.137
C 0.47494 4.55720 2.12971 0.0 -0.1 0.0 -0.224
C 1.66985 4.18017 1.51508 -0.1 -0.1 0.0 -0.140
C 1.70333 3.14222 0.59469 0.0 0.0 0.2 -0.226
C 1.99724 -0.13232 -0.54011 -0.1 0.1 0.0 -0.458
C 1.97390 -1.12280 0.44280 0.0 -0.1 0.0 -0.210
C 3.10448 -1.87751 0.72263 0.0 0.0 0.0 -0.195
C 4.27939 -1.65209 0.02178 0.0 0.0 0.0 -0.202
C 4.32235 -0.67265 -0.96148 0.0 0.0 0.0 -0.222
C 3.18910 0.07727 -1.23914 0.0 0.1 0.0 -0.213
C 0.31357 1.35569 -2.62502 -0.1 0.0 0.1 -0.445
C -0.24552 2.57690 -3.00798 0.0 0.0 0.0 -0.209
C -0.39922 2.90552 -4.34678 0.0 0.0 0.0 -0.207
C 0.00376 2.01013 -5.32770 0.0 0.0 0.0 -0.200
C 0.55734 0.78944 -4.96730 0.0 0.0 0.0 -0.217
C 0.71089 0.46711 -3.62661 0.0 0.0 0.0 -0.205
H -1.62774 2.51467 0.46524 0.2 0.1 0.0 0.267
H -1.63269 4.17864 2.26900 0.0 0.0 0.0 0.222
H 0.46896 5.35411 2.86134 0.0 0.0 0.0 0.223
H 2.58780 4.69051 1.77729 0.0 0.0 0.0 0.223
H 2.65181 2.83270 0.17215 0.0 0.0 0.0 0.228
H 1.05852 -1.31434 0.99194 0.0 0.0 0.0 0.220
H 3.06927 -2.63098 1.49876 0.0 0.0 0.0 0.214
H 5.16327 -2.23725 0.24219 0.0 0.0 0.0 0.212
H 5.23729 -0.49615 -1.51295 0.0 0.0 0.0 0.212
H 3.23445 0.83333 -2.01671 0.0 0.0 0.0 0.210
H -0.55828 3.28707 -2.24955 0.0 0.0 0.0 0.210
H -0.83012 3.85871 -4.62549 0.0 0.0 0.0 0.212
H -0.11211 2.26456 -6.37360 0.0 0.0 0.0 0.213
H 0.87200 0.08975 -5.73113 0.0 0.0 0.0 0.214
H 1.14986 -0.48689 -3.35646 0.0 0.0 0.0 0.219
Se 3.18093 0.69355 3.45579 0.0 0.1 0.0 -0.085
C 1.45522 0.80621 3.22607 0.0 0.0 0.2 0.163
N 0.28067 0.88832 3.11738 0.1 -0.1 -0.6 -0.704

---

[3]
57
Properties=species:S:1:pos:R:3:forces:R:3:nbo_charge:R:1 method="wB97M-V/def2-TZVPD" homo_lumo_gap_ha="0.1960 / 0.1977" fmax_ev_per_a=0.63 total_energy_ev=-61143.0268 homo_energy_ev="-9.681 / -9.774" e_above_lowest_kj_mol=108.79 e_lumo_ev="-4.348 / -4.395" charge=+1
W -0.72947 -0.46447 -0.43561 0.6 0.2 0.2 0.842
C 1.93673 -0.51589 3.31334 0.0 -0.1 -0.1 -0.689
C 1.23637 -0.75880 2.02173 0.2 0.2 0.4 0.402
N 0.40820 0.06122 1.47384 -0.4 0.4 -0.1 -0.308
N 0.03813 1.16622 2.16092 0.4 -0.2 0.0 -0.142
C -0.69713 2.05549 2.22977 -0.4 0.0 0.0 0.673
O -1.93420 1.10293 0.23891 0.0 0.0 -0.2 -0.741
C -1.58694 3.11852 2.46949 0.0 0.1 0.0 -0.179
C -1.28921 4.39762 1.98556 0.1 0.0 0.0 -0.136
C -2.20529 5.40987 2.17848 -0.1 0.0 0.0 -0.212
C -3.40253 5.14442 2.83752 0.0 0.0 0.0 -0.126
C -3.69510 3.86823 3.30986 0.0 0.1 0.0 -0.199
C -2.79170 2.84313 3.12906 0.0 -0.2 0.0 -0.127
C 1.36677 -2.01692 1.29649 0.0 -0.1 0.2 0.117
C 2.24268 -2.99202 1.72007 0.2 -0.1 0.2 -0.178
C 2.26930 -4.21647 1.06749 0.0 0.0 0.0 -0.138
C 1.39763 -4.41216 0.02025 0.0 0.0 0.0 -0.181
C 0.52980 -3.38745 -0.34126 0.0 -0.1 -0.2 0.107
N 0.50908 -2.21261 0.27539 -0.1 0.1 -0.2 -0.428
H 1.68145 0.45325 3.72908 0.0 0.0 0.0 0.247
H 3.01772 -0.55495 3.16281 0.0 0.0 0.0 0.262
H 1.67051 -1.29077 4.03286 0.0 0.0 0.0 0.266
H -0.35501 4.57810 1.46973 0.0 0.0 0.0 0.239
H -1.99209 6.40596 1.81686 0.0 0.0 0.0 0.242
H -4.11936 5.94196 2.98160 0.0 0.0 0.0 0.238
H -4.63180 3.67586 3.81409 0.0 0.0 0.0 0.243
H -3.00567 1.83786 3.46752 0.0 0.0 0.0 0.250
H 2.90054 -2.79671 2.55503 0.0 0.0 0.0 0.235
H 2.95505 -4.99281 1.37727 0.0 0.0 0.0 0.242
H 1.37066 -5.34168 -0.53015 0.0 0.0 0.0 0.249
H -0.15605 -3.52067 -1.16316 0.0 0.0 0.1 0.243
F -1.46031 -2.65719 -2.84614 0.1 -0.2 -0.1 -0.500
B -1.54498 -1.64128 -2.00689 -0.4 0.3 0.0 0.898
F -2.76674 -1.00584 -1.97794 0.0 -0.2 -0.2 -0.492
S 1.50649 0.02302 -1.29583 -0.1 -0.2 -0.1 -0.087
C 2.33712 -1.43536 -1.89493 -0.1 0.0 0.1 -0.163
C 1.82072 -2.20143 -2.93722 0.1 0.0 0.0 -0.236
C 2.47970 -3.35037 -3.35515 0.0 0.1 0.0 -0.213
C 3.66473 -3.73952 -2.74493 0.0 0.0 0.0 -0.167
C 4.19452 -2.96869 -1.71949 0.0 0.1 0.0 -0.226
C 3.53423 -1.82160 -1.29489 0.0 -0.1 -0.1 -0.242
H 0.90216 -1.89771 -3.41832 0.0 0.0 0.0 0.229
H 2.06682 -3.93853 -4.16483 0.0 0.0 0.0 0.224
H 4.18096 -4.63044 -3.07828 0.0 0.0 0.0 0.215
H 5.12733 -3.25695 -1.25070 0.0 0.0 0.0 0.220
H 3.94608 -1.21542 -0.49620 0.0 0.0 0.0 0.218
I -2.35482 -1.77205 1.42906 0.0 0.0 0.0 -0.314
C -2.00872 1.75174 -0.91441 0.1 0.2 -0.1 0.519
C -2.85041 2.79802 -1.27767 -0.1 0.0 0.2 -0.302
C -2.74334 3.26608 -2.57077 0.0 0.0 0.0 -0.115
C -1.82684 2.70004 -3.46293 0.0 0.1 0.0 -0.281
C -1.03711 1.66586 -3.02554 0.2 -0.1 0.0 0.094
N -1.12816 1.22693 -1.76694 -0.1 -0.2 0.1 -0.523
H -3.56591 3.19234 -0.56927 0.0 0.0 0.0 0.237
H -3.38121 4.07599 -2.90148 0.0 0.0 0.0 0.231
H -1.73752 3.06361 -4.47562 0.0 0.0 0.0 0.239
H -0.29386 1.18248 -3.64752 0.0 0.0 0.0 0.226

---

[4]
48
Properties=species:S:1:pos:R:3:forces:R:3:nbo_charge:R:1 method="wB97M-V/def2-TZVPD" homo_lumo_gap_ha=0.1420 fmax_ev_per_a=1.38 total_energy_ev=-40270.9502 homo_energy_ev=-9.682 e_lumo_ev=-5.818 charge=+1
C -3.54944 1.05167 2.18100 0.4 -0.4 0.0 -0.192
C -3.22902 -0.04526 1.35882 -0.1 0.3 0.2 -0.260
C -2.15950 -0.83926 1.73892 0.4 0.0 0.6 0.153
C -1.41162 -0.58053 2.91586 -0.7 0.3 -0.5 -0.023
C -1.73123 0.50599 3.72491 -0.3 0.0 -0.4 -0.187
C -2.80923 1.31901 3.34868 0.1 -0.1 -0.1 -0.231
C -0.40763 -1.60492 3.01688 0.2 -0.8 -0.4 -0.015
C -0.57799 -2.48677 1.90759 0.1 0.9 0.6 0.141
C 0.30874 -3.52728 1.68097 0.3 -0.2 0.4 -0.250
C 1.34169 -3.72568 2.62275 -0.4 0.3 -0.2 -0.197
C 1.48487 -2.88500 3.73819 -0.2 0.1 0.0 -0.223
C 0.61296 -1.80773 3.93701 0.0 -0.4 -0.3 -0.201
N -1.65704 -2.00703 1.13167 0.5 0.2 0.4 -0.396
C -2.19256 -2.58697 0.00849 -0.6 -1.2 -0.3 0.038
C -2.16764 -3.91347 -0.27155 -0.3 1.1 0.0 -0.497
H -4.38066 1.70471 1.91147 0.2 -0.2 0.1 0.221
H -3.77821 -0.28842 0.45153 -0.1 0.3 0.3 0.208
H -1.13439 0.68479 4.61901 -0.3 0.1 -0.2 0.219
H -3.08044 2.17479 3.96885 0.1 -0.3 -0.2 0.223
H 0.19314 -4.15535 0.80262 0.3 0.0 0.3 0.218
H 2.04325 -4.54869 2.48952 -0.2 0.2 0.0 0.219
H 2.28532 -3.06863 4.45727 -0.2 0.0 -0.3 0.223
H 0.69545 -1.12345 4.77915 0.2 -0.2 -0.1 0.220
H -2.75238 -1.88464 -0.62328 0.3 -0.3 0.2 0.195
H -2.69418 -4.24875 -1.16511 0.3 0.0 0.2 0.180
H -1.74083 -4.65150 0.40585 -0.1 0.2 -0.3 0.218
Cl -0.23131 -10.20473 -4.38560 -0.1 0.1 0.0 0.112
C -1.17492 -8.79043 -4.23099 -0.3 0.5 0.1 0.052
C -2.34296 -8.81185 -3.45119 -0.2 0.4 0.0 -0.262
C -3.12991 -7.66952 -3.35554 0.2 -0.2 -0.2 -0.036
C -2.76467 -6.47106 -4.02590 0.2 -0.3 0.1 -0.204
C -3.62223 -5.32635 -4.00826 0.4 0.0 -0.6 0.317
C -3.23500 -3.98675 -4.54947 -0.7 0.6 -0.1 -0.494
C -4.56310 -3.14668 -4.54558 0.8 -0.7 0.1 -0.476
C -5.55604 -4.07368 -3.90431 1.2 -0.7 -0.1 0.089
C -4.98146 -5.30345 -3.61578 -0.8 0.8 0.2 -0.306
C -1.55215 -6.46927 -4.77371 -0.1 -0.1 0.1 -0.090
C -0.77610 -7.61496 -4.88720 -0.2 0.4 0.1 -0.242
H -2.62872 -9.72453 -2.93485 0.1 0.2 -0.1 0.254
H -4.04376 -7.68471 -2.76030 0.3 -0.1 -0.1 0.220
H -2.47792 -3.50228 -3.91580 -0.1 -0.3 0.0 0.281
H -2.80581 -4.03904 -5.55747 -0.1 -0.1 0.2 0.265
H -4.42055 -2.20311 -4.00409 -0.3 -0.2 0.0 0.265
H -4.83306 -2.88473 -5.57836 -0.2 0.0 0.3 0.268
H -6.59067 -3.78456 -3.73320 0.2 -0.2 0.0 0.247
H -5.48461 -6.16102 -3.16831 0.0 0.4 -0.2 0.252
H -1.24423 -5.55790 -5.28888 0.0 -0.3 0.1 0.231
H 0.13536 -7.60766 -5.47933 -0.2 0.0 0.1 0.255

---

What is the charge in the second record?
0

---

Among the records above, which one has the lowest charge?
C25H20N3O3RhSeSi